1.
14
Properties=species:S:1:pos:R:3:forces:R:3 method="wB97M-V/def2-TZVPD" gap_ev=9.598 energy_ha=-415.9614 relative_energy_ev=2.155 lumo_energy_ev=0.556 charge=0 e_homo_ha=-0.33228
C -1.685 -0.010 1.256 -0.141 -0.102 0.922
C 0.076 0.243 -0.730 -3.475 0.287 0.488
C 2.248 -0.676 -0.166 0.139 0.021 -0.019
C -1.846 0.257 -0.120 2.883 0.239 -2.121
N -1.374 -0.240 2.340 -0.040 -0.082 0.237
N 0.834 -0.454 0.087 0.623 -0.417 0.290
O 0.285 0.826 -1.747 0.277 -0.027 0.065
O -2.405 1.454 -0.520 -0.181 -0.105 0.185
H 2.458 -1.745 -0.171 0.050 0.035 -0.028
H 2.496 -0.251 -1.137 -0.007 -0.037 0.053
H 2.856 -0.194 0.602 -0.017 -0.021 -0.052
H -2.266 -0.559 -0.702 -0.042 0.068 0.168
H 0.449 -0.821 0.947 -0.157 0.184 -0.132
H -2.125 2.170 0.062 0.089 -0.042 -0.055


2.
56
Properties=species:S:1:pos:R:3:forces:R:3 method="wB97M-V/def2-TZVPD" gap_ev="7.784 / 4.529" energy_ha=-5000.5601 relative_energy_ev=3.735 lumo_energy_ev="-3.052 / -4.952" charge=+1 e_homo_ha="-0.39821 / -0.34840"
K 2.289 -1.033 -1.757 -2.016 0.581 -1.545
Cl 5.188 -1.751 5.094 0.029 -0.001 0.176
C 4.795 -1.718 3.438 -0.088 0.007 -0.211
C 5.835 -1.651 2.519 -0.195 -0.009 0.092
C 5.580 -1.632 1.164 -0.516 -0.037 0.079
I 7.133 -1.535 -0.168 0.017 0.002 -0.172
C 4.206 -1.700 0.663 0.334 -0.061 0.632
O 3.930 -1.736 -0.531 1.939 -0.743 0.990
C 3.112 -1.732 1.676 0.177 0.018 -0.316
N 1.862 -1.738 1.191 0.027 -0.012 0.060
C 0.869 -1.779 2.064 0.075 -0.013 -0.067
C 1.062 -1.819 3.450 -0.054 0.003 -0.042
C 2.339 -1.802 3.944 -0.018 -0.009 0.039
C 3.409 -1.753 3.038 0.326 0.007 0.257
H 6.851 -1.618 2.886 0.002 0.001 0.009
H -0.133 -1.783 1.654 -0.034 -0.002 -0.012
H 0.207 -1.862 4.111 0.008 0.003 -0.018
H 2.525 -1.828 5.009 0.019 0.002 -0.013
Ge -1.515 -1.159 -0.884 0.292 0.217 -0.050
C -2.530 -2.556 -0.048 -0.165 -0.431 0.186
C -3.631 -2.256 0.759 -0.034 0.018 -0.019
C -4.358 -3.265 1.371 0.030 -0.031 -0.028
C -3.990 -4.593 1.191 -0.008 0.017 0.005
C -2.893 -4.909 0.402 0.023 0.058 -0.029
C -2.165 -3.897 -0.212 -0.056 0.010 0.116
C -2.652 0.102 -1.809 -0.328 0.266 -0.241
C -2.637 1.470 -1.543 0.003 -0.028 -0.025
C -3.486 2.333 -2.227 0.005 -0.004 0.004
C -4.357 1.840 -3.189 0.011 -0.027 0.003
C -4.385 0.479 -3.464 0.054 0.049 0.072
C -3.542 -0.383 -2.773 -0.007 0.024 0.021
H -0.562 -1.851 -1.895 0.133 -0.044 -0.072
H -3.937 -1.224 0.900 0.015 0.008 -0.017
H -5.217 -3.020 1.982 0.014 0.007 -0.006
H -4.563 -5.381 1.664 0.014 0.006 -0.002
H -2.611 -5.944 0.257 0.005 0.020 -0.003
H -1.315 -4.157 -0.832 0.007 0.011 -0.011
H -1.956 1.868 -0.801 0.001 -0.016 0.000
H -3.473 3.393 -2.004 0.002 -0.017 0.004
H -5.018 2.514 -3.719 0.009 -0.012 0.006
H -5.068 0.090 -4.209 0.016 -0.014 0.014
H -3.590 -1.444 -2.990 0.021 -0.007 0.016
C 1.905 5.295 0.222 0.032 -0.091 0.090
N 1.569 3.880 0.086 -0.025 -0.126 0.046
C 1.210 3.159 -0.982 -0.064 0.112 -0.059
S 1.021 1.464 -0.809 -0.009 0.431 0.175
N 0.965 3.725 -2.170 0.011 -0.123 -0.047
C 0.866 5.129 -2.561 -0.044 -0.107 -0.069
H 2.163 5.455 1.266 0.004 0.024 -0.008
H 1.069 5.946 -0.014 -0.010 -0.012 -0.014
H 2.771 5.568 -0.379 0.000 -0.016 -0.021
H 1.696 3.301 0.899 0.028 0.043 0.022
H 0.662 3.046 -2.848 -0.008 0.038 -0.037
H 1.802 5.662 -2.426 0.002 -0.007 0.014
H 0.064 5.645 -2.034 -0.007 -0.006 0.027
H 0.629 5.141 -3.621 -0.001 0.023 0.004